(1)
C4H10NO | ωB97M-V/def2-TZVPD

XYZ file:
```
16
C4H10NO | OMol25 | ωB97M-V/def2-TZVPD
C 1.52161 -2.17216 -0.09589
O 1.50829 -0.81236 -0.54142
C 0.39949 -0.22188 -0.74911
C 0.37428 1.30584 -0.90387
C -0.10281 0.95849 0.50717
N -1.54844 1.15007 0.60511
H 2.26984 -2.93953 -0.57824
H 0.54169 -2.56502 -0.33708
H 1.63335 -2.19605 1.00735
H -0.42911 -0.78168 -0.89903
H -0.44543 1.65382 -1.51259
H 1.28366 1.81770 -1.14568
H 0.40514 1.15003 1.37691
H -1.65642 2.14948 0.82087
H -1.91715 0.62764 1.38520
H -1.87604 0.89494 -0.26625
```

As for the SMILES: CO[C@@H]1C[C@H]1[NH3+]. As for the orbital gap: 9.4925 eV. As for the total charge: +1. Its spin multiplicity is 1. The calculation puts the molar mass at 88.1 g/mol. As for the LUMO energy: -3.53 eV.


(2)
C4H10NO | ωB97M-V/def2-TZVPD

XYZ file:
```
16
C4H10NO | OMol25 | ωB97M-V/def2-TZVPD
C 2.00618 -0.02520 -0.27738
C 0.74722 0.58464 0.01158
N 0.07968 0.05358 1.21615
C -0.45374 -0.22517 -0.18225
C -1.99653 0.46070 -0.37724
O -0.30489 -1.46590 -0.79519
H 1.97285 -1.18722 -0.03859
H 2.84570 0.47279 0.19515
H 2.11269 -0.02686 -1.39499
H 0.63701 1.67264 -0.18630
H 0.61292 -0.70957 1.65109
H -0.47976 0.60828 1.85055
H -1.91940 1.42419 -1.02471
H -2.21074 0.68855 0.59082
H -2.53002 -0.33220 -0.83851
H -1.11917 -1.99324 -0.40020
```

As for the SMILES: C[C@@H]1[NH2+][C@]1(C)O. As for the orbital gap: 12.5041 eV. As for the total charge: +1. Its spin multiplicity is 1. The calculation puts the molar mass at 88.1 g/mol. As for the LUMO energy: -3.34 eV.


(3)
C4H10NO | ωB97M-V/def2-TZVPD

XYZ file:
```
16
C4H10NO | OMol25 | ωB97M-V/def2-TZVPD
C 1.17621 -1.56382 0.57565
C 0.73725 -0.21108 -0.05586
C -0.76847 0.00251 -0.34696
N -1.11657 0.93489 -1.31294
C -0.35063 0.55715 0.99731
O -0.42542 1.91675 0.92347
H 0.15612 -2.10265 0.68760
H 1.76723 -1.34262 1.51531
H 1.87969 -2.12622 -0.05757
H 1.37704 0.58466 -0.59409
H -1.36510 -0.88703 -0.24959
H -0.43672 1.11475 -2.17898
H -1.05235 1.84908 -0.79667
H -2.06255 1.01475 -1.74567
H -0.55885 -0.01387 1.98886
H -0.16595 2.33853 1.70813
```

As for the SMILES: C[C@H]1[C@H]([NH3+])[C@@H]1O. As for the orbital gap: 9.6920 eV. As for the total charge: +1. Its spin multiplicity is 1. The calculation puts the molar mass at 88.1 g/mol. As for the LUMO energy: -3.62 eV.


(4)
C4H10NO | ωB97M-V/def2-TZVPD

XYZ file:
```
16
C4H10NO | OMol25 | ωB97M-V/def2-TZVPD
C 0.94083 -1.73225 0.82394
C -0.02872 -0.95731 0.02813
C -1.16538 -0.23157 0.56099
N 0.07860 0.54437 0.28484
C 0.24343 1.56572 -0.86248
O -0.93254 2.02316 -1.40570
H 1.92994 -1.14423 0.88966
H 1.13264 -2.67590 0.21408
H 0.54641 -1.94070 1.79787
H 0.03365 -1.24424 -0.97929
H -2.11665 0.17209 -0.01774
H -1.51193 -0.27377 1.64520
H 0.57153 0.77395 1.10918
H 0.82299 2.30573 -0.29400
H 0.83793 1.05574 -1.59741
H -1.38271 1.75919 -2.19728
```

As for the SMILES: C[C@H]1C[N@@H+]1CO. As for the orbital gap: 13.0566 eV. As for the total charge: +1. Its spin multiplicity is 1. The calculation puts the molar mass at 88.1 g/mol. As for the LUMO energy: -2.96 eV.


Which structure is most stable, and how do the rest compare? From most to least stable: (2), (4), (3), (1).


(1)
C4H10NO | ωB97M-V/def2-TZVPD

XYZ file:
```
16
C4H10NO | OMol25 | ωB97M-V/def2-TZVPD
C 2.09142 0.05783 0.92777
C 0.74659 -0.67173 1.03787
N 0.07874 -0.74699 -0.28267
C -0.33393 0.36674 -0.88164
C -1.69432 0.92843 -0.72986
O -2.61409 -0.17079 -0.71770
H 2.33559 0.46145 1.90520
H 2.00326 0.92474 0.28190
H 2.91947 -0.60379 0.70221
H 0.93487 -1.65280 1.45604
H 0.06871 -0.10353 1.68380
H -0.11516 -1.67774 -0.63671
H 0.15018 0.54757 -1.85009
H -1.94828 1.37072 0.23555
H -2.03621 1.56528 -1.54223
H -2.58683 -0.59538 -1.58944
```

As for the SMILES: CC/[NH+]=C/CO. As for the orbital gap: 7.6579 eV. As for the total charge: +1. Its spin multiplicity is 1. The calculation puts the molar mass at 88.1 g/mol. As for the LUMO energy: -7.41 eV.


(2)
C4H10NO | ωB97M-V/def2-TZVPD

XYZ file:
```
16
C4H10NO | OMol25 | ωB97M-V/def2-TZVPD
C 0.57552 -1.56588 -0.56652
C -0.72426 -1.03248 0.01230
C -1.42742 1.13896 -0.85172
N -1.36909 -0.12115 -0.96116
H 0.42495 -1.99235 -1.55899
H 1.31480 -0.76961 -0.63286
H 0.96384 -2.34712 0.07934
H -1.43678 -1.82943 0.21312
H -0.57243 -0.45116 0.91838
H -1.87544 1.71767 -1.65077
H -1.01403 1.61216 0.03346
H -1.66559 -0.53330 -1.84341
O 0.60414 1.93536 1.43699
C 1.70861 1.53491 1.70093
H 2.53249 1.54945 0.97009
H 1.96069 1.15398 2.70082
```

As for the orbital gap: 9.2951 eV. As for the total charge: +1. Its spin multiplicity is 1. The calculation puts the molar mass at 88.1 g/mol. As for the LUMO energy: -4.76 eV.


(3)
C4H10NO | ωB97M-V/def2-TZVPD

XYZ file:
```
16
C4H10NO | OMol25 | ωB97M-V/def2-TZVPD
C -2.12390 0.28057 -0.49301
C -1.01106 -0.16780 0.43723
C -1.17750 -1.31850 1.09718
C 0.64347 0.08468 -1.23773
N 0.33162 0.14713 -0.00161
H -2.91318 0.72504 0.11255
H -1.76843 1.10389 -1.11989
H -2.56760 -0.46416 -1.13444
H -0.40359 -1.88596 1.60015
H -2.11771 -1.83299 0.95010
H 1.62945 0.42557 -1.53665
H 0.09615 -0.56138 -1.91757
H 1.15855 0.35432 0.57204
H 4.01055 0.77007 0.44370
H 3.02001 1.09133 1.58158
O 3.19317 1.24820 0.64637
```

As for the orbital gap: 9.2294 eV. As for the total charge: +1. Its spin multiplicity is 1. The calculation puts the molar mass at 88.1 g/mol. As for the LUMO energy: -5.29 eV.


Which structure is most stable, and how do the rest compare? From most to least stable: (2), (3), (1).


(1)
CH6N3 | ωB97M-V/def2-TZVPD

XYZ file:
```
10
CH6N3 | OMol25 | ωB97M-V/def2-TZVPD
C 0.64027 0.06384 0.07847
N -0.32223 -0.68584 -0.16327
N 1.91608 -0.17986 -0.10152
N -1.60656 -0.19643 -0.08819
H 0.43675 1.54996 0.40223
H 2.44140 0.66192 0.11720
H 2.28561 -1.12553 -0.01239
H -1.86363 -0.08944 0.87714
H -2.22988 -0.81751 -0.64355
H -1.69783 0.81889 -0.46614
```

As for the orbital gap: 11.2139 eV. As for the total charge: +1. Its spin multiplicity is 1. The calculation puts the molar mass at 60.1 g/mol. As for the LUMO energy: -3.70 eV.


(2)
CH6N3 | ωB97M-V/def2-TZVPD

XYZ file:
```
10
CH6N3 | OMol25 | ωB97M-V/def2-TZVPD
N -1.33073 -0.79591 -1.23860
C -0.50105 -0.22227 -0.29927
N -0.05689 1.00822 0.06361
N 1.04523 0.82137 0.95690
H -1.58001 -1.84089 -1.17769
H -1.91214 -0.25461 -1.95757
H 0.14383 -1.06967 0.05722
H 1.00958 1.56981 1.73928
H 2.03726 0.85143 0.55442
H 1.14492 -0.06747 1.30168
```

As for the SMILES: N/C=N/[NH3+]. As for the orbital gap: 11.0061 eV. As for the total charge: +1. Its spin multiplicity is 1. The calculation puts the molar mass at 60.1 g/mol. As for the LUMO energy: -3.77 eV.


(3)
CH6N3 | ωB97M-V/def2-TZVPD

XYZ file:
```
10
CH6N3 | OMol25 | ωB97M-V/def2-TZVPD
C -1.60556 0.25215 0.08949
N 0.92983 1.26957 -0.07824
N 0.96049 -0.97946 0.19802
N 0.39600 0.18401 0.04070
H -1.74214 -0.09851 1.08644
H -1.61346 -0.46638 -0.73845
H -1.78282 1.20833 -0.41903
H 1.86597 1.48907 -0.08892
H 0.59487 -1.87497 0.01998
H 1.99682 -0.98380 -0.11000
```

As for the orbital gap (alpha / beta): 10.6422 / 10.6416 eV. As for the total charge: +1. Its spin multiplicity is 1. The calculation puts the molar mass at 60.1 g/mol. As for the LUMO energy (alpha / beta): -5.16 / -5.16 eV.


Which structure is most stable, and how do the rest compare? From most to least stable: (2), (1), (3).


(1)
C3H10N2 | ωB97M-V/def2-TZVPD

XYZ file:
```
15
C3H10N2 | OMol25 | ωB97M-V/def2-TZVPD
N 1.07200 2.12151 0.12548
C 1.12650 0.81628 -0.39763
C 0.15880 -0.18563 0.36626
C -0.68008 -1.04206 -0.57670
N -1.70045 -1.74287 0.20141
H 0.66805 2.84834 -0.46118
H 0.85219 2.26045 1.11109
H 0.70091 0.83736 -1.40621
H 2.16376 0.45796 -0.35443
H -0.46637 0.40827 1.04385
H 0.71459 -0.79505 1.08018
H -1.21736 -0.45982 -1.32038
H -0.06044 -1.81395 -1.02601
H -1.30894 -2.56408 0.65455
H -2.02315 -1.14673 0.95971
```

As for the orbital gap (alpha / beta): 11.2923 / 4.7371 eV. As for the total charge: +1. Its spin multiplicity is 2. The calculation puts the molar mass at 74.1 g/mol. As for the LUMO energy (alpha / beta): -3.17 / -8.67 eV.


(2)
C3H10N2 | ωB97M-V/def2-TZVPD

XYZ file:
```
15
C3H10N2 | OMol25 | ωB97M-V/def2-TZVPD
C -1.13313 0.78546 0.38870
C 0.45643 0.76195 0.17241
C 1.10264 -0.56077 0.69989
N 0.72740 -1.55735 -0.33470
N -1.85098 -0.16919 -0.50377
H -1.35381 0.59454 1.44819
H -1.36819 1.83674 0.18226
H 0.61461 0.52927 -0.92790
H 0.95192 1.63229 0.59862
H 0.79820 -0.76914 1.74277
H 2.19354 -0.40501 0.74307
H 1.21670 -2.47436 -0.32469
H 0.72227 0.19120 -1.75299
H -2.04468 0.39374 -1.33737
H -1.03292 -0.78938 -0.79449
```

As for the orbital gap (alpha / beta): 6.7833 / 6.5950 eV. As for the total charge: +1. Its spin multiplicity is 2. The calculation puts the molar mass at 74.1 g/mol. As for the LUMO energy (alpha / beta): -7.62 / -7.79 eV.


(3)
C3H10N2 | ωB97M-V/def2-TZVPD

XYZ file:
```
15
C3H10N2 | OMol25 | ωB97M-V/def2-TZVPD
C 0.36912 -0.59223 1.83713
C -1.04576 -0.26310 1.77413
H 0.90600 0.10136 2.54247
H 0.68005 -0.41900 0.77759
H 0.61434 -1.65067 2.13428
H -1.44124 -0.44205 2.75811
H -1.25499 0.82974 1.55620
H -1.60200 -0.85295 1.09533
N 0.63782 1.02463 -1.22063
C 0.45691 0.32334 -2.36908
N -0.44582 -0.60061 -2.62376
H 1.52640 1.41215 -1.02858
H 0.07074 0.94780 -0.41218
H 0.82385 0.84016 -3.26299
H -0.29544 -0.65857 -3.55800
```

As for the orbital gap (alpha / beta): 10.2595 / 5.6583 eV. As for the total charge: +1. Its spin multiplicity is 2. The calculation puts the molar mass at 74.1 g/mol. As for the LUMO energy (alpha / beta): -4.97 / -9.54 eV.


Which structure is most stable, and how do the rest compare? From most to least stable: (1), (3), (2).


(1)
C3H9NO | ωB97M-V/def2-TZVPD

XYZ file:
```
14
C3H9NO | OMol25 | ωB97M-V/def2-TZVPD
C 2.54628 0.25211 0.28525
C 1.20355 0.26182 0.93421
C 0.01294 0.59082 0.40566
N -1.17936 0.00328 0.80537
H 3.20739 -0.60677 0.29225
H 3.09493 1.17024 0.52330
H 2.41699 0.35471 -0.81133
H 1.05557 -0.49485 1.71748
H 0.07698 1.09181 -0.56562
H -1.98534 0.54863 0.97967
H -1.25775 -0.99348 0.87756
O -2.21310 -0.84972 -1.85810
H -1.77444 -0.54078 -2.68087
H -1.71998 -0.50949 -1.09040
```

As for the SMILES: C/C=C/N.O. As for the orbital gap: 9.9115 eV. As for the total charge: 0. Its spin multiplicity is 1. The calculation puts the molar mass at 75.1 g/mol. As for the LUMO energy: 1.02 eV.


(2)
C3H9NO | ωB97M-V/def2-TZVPD

XYZ file:
```
14
C3H9NO | OMol25 | ωB97M-V/def2-TZVPD
C -0.08788 2.99722 0.98946
C -0.52181 1.72249 0.17407
C 0.21473 0.81892 -0.42765
N -0.23557 -0.36980 -1.00521
H -0.58095 2.93618 1.93180
H 1.03418 3.04910 1.24939
H -0.17822 3.87909 0.51894
H -1.57046 1.44585 0.34334
H 1.17779 0.95895 -0.81256
H -0.27206 -0.52738 -1.99009
H -1.16798 -0.61013 -0.50718
O 0.55305 -4.28468 0.14202
H 0.30604 -3.46609 -0.31387
H 0.84607 -4.03134 1.06530
```

As for the SMILES: C/C=C/N.O. As for the orbital gap: 9.4929 eV. As for the total charge: 0. Its spin multiplicity is 1. The calculation puts the molar mass at 75.1 g/mol. As for the LUMO energy: 0.91 eV.


(3)
C3H9NO | ωB97M-V/def2-TZVPD

XYZ file:
```
14
C3H9NO | OMol25 | ωB97M-V/def2-TZVPD
C 1.92735 4.91931 2.05412
O 2.41697 3.86944 2.38804
H 1.39795 5.02068 1.11399
H 2.17963 5.76159 2.72954
C -2.22384 -2.28788 -2.03308
N -1.51572 -3.33746 -1.30132
C -0.31830 -2.71324 -0.64420
H -2.69574 -1.67086 -1.23745
H -1.54007 -1.74681 -2.67952
H -2.91708 -2.56831 -2.93682
H -1.23619 -4.11145 -1.89211
H 0.29305 -2.24033 -1.40467
H 0.15972 -3.51571 -0.08260
H -0.75566 -2.11529 0.14732
```

As for the SMILES: C=O.CNC. As for the orbital gap: 9.6609 eV. As for the total charge: 0. Its spin multiplicity is 1. The calculation puts the molar mass at 75.1 g/mol. As for the LUMO energy: 0.90 eV.


Which structure is most stable, and how do the rest compare? From most to least stable: (1), (2), (3).


(1)
C3H9NO | ωB97M-V/def2-TZVPD

XYZ file:
```
14
C3H9NO | OMol25 | ωB97M-V/def2-TZVPD
C -0.42446 -0.94453 1.59701
N 0.84572 -0.82907 1.79762
H -1.07169 -1.37873 2.34817
H -0.85259 -0.61118 0.66072
H 1.38866 -0.23020 1.18863
H 1.28153 -1.28089 2.58669
C -0.84453 0.90423 -1.04966
O -1.39502 1.90646 -1.62449
C 0.53767 0.43555 -1.58496
H -1.46388 -0.07863 -1.00141
H -0.65046 1.08201 0.10929
H 0.90731 -0.42889 -1.00841
H 1.25198 1.23710 -1.37124
H 0.48976 0.21675 -2.64795
```

As for the orbital gap: 4.7242 eV. As for the total charge: 0. Its spin multiplicity is 1. The calculation puts the molar mass at 75.1 g/mol. As for the LUMO energy: -1.78 eV.


(2)
C3H9NO | ωB97M-V/def2-TZVPD

XYZ file:
```
14
C3H9NO | OMol25 | ωB97M-V/def2-TZVPD
C -0.25900 -1.59408 1.22368
N 0.34540 -1.53937 -0.24414
C 0.64406 -0.10494 -0.52326
O -0.47561 0.78319 -0.04950
C -0.40439 2.20198 -0.49255
H 0.54298 -1.52511 1.93897
H -1.00394 -0.83742 1.31225
H -0.67902 -2.57000 1.27064
H 1.29534 -1.83662 -0.26488
H 1.53358 0.26387 -0.01792
H 0.84500 0.17271 -1.58343
H -1.22106 2.56998 -1.00503
H 0.34415 2.52778 -1.24803
H -0.15393 2.72712 0.45520
```

As for the SMILES: CNCOC. As for the orbital gap: 10.1719 eV. As for the total charge: 0. Its spin multiplicity is 1. The calculation puts the molar mass at 75.1 g/mol. As for the LUMO energy: 1.06 eV.


(3)
C3H9NO | ωB97M-V/def2-TZVPD

XYZ file:
```
14
C3H9NO | OMol25 | ωB97M-V/def2-TZVPD
C -2.07717 -0.17925 0.50563
N -1.09138 0.96094 0.31433
C 0.29663 0.50688 0.51139
O 0.86178 0.01060 -0.74425
C 1.90235 -0.93222 -0.63501
H -2.01541 -0.79441 -0.36073
H -3.08761 0.07125 0.79724
H -1.71299 -0.75533 1.45905
H -1.13126 1.28412 -0.60746
H 0.28578 -0.42879 1.09343
H 0.97107 1.25959 0.87310
H 2.55770 -0.82417 0.28214
H 1.51430 -2.05899 -0.60664
H 2.63294 -0.93717 -1.46858
```

As for the SMILES: CNCOC. As for the orbital gap: 10.5091 eV. As for the total charge: 0. Its spin multiplicity is 1. The calculation puts the molar mass at 75.1 g/mol. As for the LUMO energy: 1.10 eV.


(4)
C3H9NO | ωB97M-V/def2-TZVPD

XYZ file:
```
14
C3H9NO | OMol25 | ωB97M-V/def2-TZVPD
C 1.14071 0.25851 0.63777
C -1.68110 0.87492 -1.74693
C 0.35264 -1.02646 0.43282
N -0.47921 1.09149 -1.60784
O 0.94584 -1.95899 -0.04212
H 0.85918 0.60392 1.55510
H 2.16844 0.14776 0.41746
H 0.75538 0.98189 -0.18126
H -2.29254 1.31623 -2.49197
H -2.28793 0.23747 -0.99244
H 0.54840 -1.15485 2.84107
H -0.80161 -1.16767 0.67995
H 0.79489 -1.90019 2.84319
H -0.02308 1.69596 -2.34478
```

As for the orbital gap: 10.1801 eV. As for the total charge: 0. Its spin multiplicity is 1. The calculation puts the molar mass at 75.1 g/mol. As for the LUMO energy: 0.98 eV.


Which structure is most stable, and how do the rest compare? From most to least stable: (3), (2), (4), (1).